No. 1
{"formula": "C2H7OS", "method": "ωB97M-V/def2-TZVPD", "symbols": ["C", "C", "S", "H", "H", "H", "H", "H", "H", "H", "O"], "positions_angstrom": [[0.223, 1.952, 1.609], [0.289, 0.523, 1.034], [-1.066, 0.117, -0.085], [1.183, 2.279, 2.028], [-0.615, 2.004, 2.318], [-0.018, 2.661, 0.802], [0.293, -0.151, 1.901], [1.269, 0.373, 0.571], [0.425, -2.105, -2.087], [1.882, -2.337, -1.689], [1.238, -2.558, -2.364]], "e_above_lowest_ev": 0.277, "total_charge": -1, "homo_ha": -0.0882}

No. 2
{"formula": "C18H38BNO24P3Pt", "method": "ωB97M-V/def2-TZVPD", "symbols": ["Pt", "C", "O", "O", "O", "O", "C", "O", "B", "O", "C", "O", "O", "C", "O", "C", "O", "O", "C", "C", "C", "O", "C", "N", "H", "H", "H", "H", "H", "H", "H", "H", "H", "H", "H", "C", "O", "P", "O", "O", "C", "O", "C", "H", "H", "H", "H", "H", "H", "H", "H", "H", "C", "O", "P", "O", "O", "C", "O", "C", "H", "H", "H", "H", "H", "H", "H", "H", "H", "C", "O", "P", "O", "O", "C", "O", "C", "H", "H", "H", "H", "H", "H", "H", "H", "H"], "positions_angstrom": [[-19.415, -8.657, 1.679], [-18.237, -10.569, 0.393], [-18.007, -11.596, -0.175], [-18.430, -9.425, -0.068], [-18.545, -10.648, 1.610], [-19.763, -9.553, 4.044], [-19.453, -10.293, 4.970], [-20.262, -11.171, 5.564], [-19.496, -11.992, 6.525], [-18.171, -11.376, 6.594], [-18.045, -10.409, 5.662], [-17.108, -9.609, 5.517], [-20.222, -12.048, 7.807], [-20.662, -13.263, 8.026], [-21.343, -13.644, 8.991], [-20.115, -14.114, 6.849], [-19.394, -13.376, 6.000], [-20.328, -15.301, 6.800], [-15.962, -8.548, 2.859], [-16.910, -7.415, 3.133], [-16.155, -6.109, 3.438], [-17.029, -5.059, 3.780], [-16.454, -3.854, 4.338], [-17.756, -7.172, 1.965], [-16.499, -9.424, 2.496], [-15.431, -8.811, 3.775], [-15.215, -8.258, 2.120], [-17.596, -7.696, 3.932], [-15.517, -5.887, 2.582], [-15.528, -6.266, 4.316], [-16.034, -3.259, 3.527], [-15.727, -4.028, 5.132], [-17.246, -3.310, 4.852], [-17.257, -7.088, 1.092], [-17.896, -6.198, 2.194], [-23.480, -9.832, 3.739], [-23.120, -10.831, 2.735], [-22.734, -10.236, 1.258], [-21.431, -9.460, 1.356], [-22.650, -11.507, 0.209], [-21.986, -11.320, -1.044], [-24.097, -9.460, 0.831], [-24.189, -8.778, -0.439], [-24.316, -10.107, 4.381], [-23.704, -8.833, 3.366], [-22.584, -9.758, 4.354], [-21.686, -10.278, -1.162], [-22.694, -11.319, -1.873], [-21.096, -11.936, -1.175], [-23.304, -8.182, -0.663], [-24.992, -8.094, -0.166], [-24.531, -9.376, -1.284], [-20.146, -6.317, 5.844], [-20.307, -5.360, 4.855], [-20.954, -5.727, 3.390], [-20.497, -7.054, 2.846], [-22.532, -5.668, 3.654], [-23.410, -6.048, 2.566], [-20.597, -4.418, 2.453], [-21.084, -3.154, 2.947], [-19.200, -6.858, 5.852], [-20.889, -7.097, 5.681], [-20.373, -5.943, 6.842], [-24.052, -6.864, 2.899], [-22.960, -6.386, 1.633], [-24.004, -5.159, 2.352], [-22.001, -3.285, 3.522], [-21.258, -2.421, 2.159], [-20.361, -2.879, 3.715], [-21.281, -4.319, -0.483], [-21.500, -5.451, -1.274], [-20.494, -6.730, -1.179], [-20.176, -7.183, 0.206], [-21.325, -7.803, -2.082], [-22.126, -7.358, -3.222], [-19.245, -6.263, -2.090], [-19.337, -5.476, -3.326], [-22.133, -4.065, 0.146], [-21.173, -3.397, -1.054], [-20.436, -4.333, 0.206], [-23.175, -7.599, -3.051], [-21.734, -7.799, -4.139], [-22.131, -6.278, -3.367], [-20.321, -5.037, -3.493], [-18.962, -5.961, -4.227], [-18.651, -4.637, -3.212]], "total_charge": -1, "s_squared": 2.01, "homo_ha": [-0.1192, -0.1439], "multiplicity": 3}